No. 1
This record from the OMol25 dataset describes a 2-piece molecular cluster, N2O3 overall at a distorted geometry. The level of theory is wB97M-V/def2-TZVPD.

- Electronic energy: -9116.6873 eV
- Total charge: 0
- Frontier orbital gap (alpha / beta): 10.0 / 7.8 eV
- Energy above the lowest of the compared OMol25 structures with the same formula, charge and spin: 23.2 kJ/mol

Positions of all 5 atoms, in Å:
1 N -1.41475 0.74868 0.18340
2 N 1.00837 -0.30782 0.05596
3 O 1.48535 -0.30462 -1.02622
4 O -2.07378 0.10381 -0.50782
5 O 1.33835 -0.60417 1.15229

Atom charges from the Löwdin analysis, given in e for atoms 1 to 2:
1 N 0.08
2 N -0.26

No. 2
This record from the OMol25 dataset describes one molecule with the formula N2O3S at a distorted geometry. The level of theory is wB97M-V/def2-TZVPD.

- Electronic energy: -19956.5165 eV
- Total charge: 0
- Frontier orbital gap: 10.7 eV
- Energy above the lowest of the compared OMol25 structures with the same formula, charge and spin: 77.5 kJ/mol

Positions of all 6 atoms, in Å:
1 N 0.27215 0.13254 -2.13974
2 N 0.49627 -0.09358 -1.11430
3 O 0.02186 -1.42188 1.21057
4 O -1.52965 0.43119 0.43034
5 O 0.62574 0.88229 1.48862
6 S -0.17698 -0.07299 0.91943

Atom charges from the Löwdin analysis, given in e for atoms 1 to 2:
1 N 0.20
2 N 0.03